Entry from the OMol25 dataset: C55H62N7PS3SbTi as an isolated structure at a distorted geometry (ωB97M-V with the def2-TZVPD basis set).

```
130
Properties=species:S:1:pos:R:3:mulliken_charge:R:1
Ti -0.275 0.612 -0.151 0.721
N -7.067 -0.023 7.541 -0.627
C -6.297 0.017 6.685 0.029
C -5.363 0.057 5.616 0.480
C -5.643 -0.609 4.416 -0.991
C -4.740 -0.579 3.377 -0.609
C -3.514 0.101 3.488 0.934
C -3.250 0.764 4.699 -0.280
C -4.153 0.750 5.739 -1.100
C -2.566 0.121 2.379 1.328
C -1.193 -0.169 2.642 -1.294
C -0.586 -0.467 3.878 0.156
C 0.769 -0.699 3.624 -3.109
C 0.940 -0.580 2.255 -0.412
N -0.235 -0.264 1.647 2.858
C -3.045 0.453 1.073 -0.987
C -4.347 0.850 0.700 -0.539
C -4.301 1.187 -0.659 -2.360
C -2.991 0.999 -1.067 -0.452
N -2.221 0.565 -0.035 1.906
H -6.574 -1.154 4.318 0.433
H -4.950 -1.123 2.467 0.574
H -2.335 1.332 4.794 0.580
H -3.938 1.282 6.658 0.456
H -1.078 -0.546 4.833 0.747
H 1.541 -0.929 4.342 0.492
H 1.853 -0.701 1.688 0.393
H -5.209 0.925 1.340 0.670
H -5.119 1.538 -1.269 0.436
H -2.567 1.186 -2.038 0.575
S 2.638 0.915 -0.720 -0.480
C 2.129 1.755 0.634 -0.250
N 0.851 1.957 0.897 1.608
C 0.629 2.645 2.067 -1.554
C -0.618 2.978 2.592 0.534
C -0.677 3.656 3.797 -0.744
C 0.485 4.019 4.474 -1.026
C 1.732 3.719 3.946 -0.505
C 1.795 3.027 2.749 1.143
S 3.198 2.495 1.854 -0.496
H -1.514 2.695 2.051 -0.022
H -1.643 3.907 4.219 0.493
H 0.416 4.538 5.422 0.413
H 2.640 4.013 4.457 0.434
C -2.988 4.595 -0.050 -1.089
N -1.708 5.269 0.078 0.168
C -1.555 6.049 1.297 -1.278
C -0.612 4.693 -0.503 -1.039
S -0.691 3.199 -1.235 0.866
N 0.515 5.490 -0.507 0.317
C 1.771 4.882 -0.909 -0.636
C 0.370 6.836 -1.046 -1.255
H -3.778 5.307 0.196 0.378
H -3.073 3.722 0.607 0.300
H -3.110 4.245 -1.072 0.330
H -1.908 5.477 2.159 0.415
H -2.134 6.975 1.231 0.344
H -0.508 6.290 1.454 0.397
H 1.854 3.889 -0.487 0.075
H 2.590 5.499 -0.535 0.309
H 1.855 4.795 -1.998 0.157
H -0.624 7.224 -0.844 0.445
H 0.529 6.836 -2.132 0.297
H 1.113 7.494 -0.592 0.326
C 3.377 -3.876 -0.036 -1.377
C 2.087 -4.603 -0.412 0.813
C 2.050 -5.998 0.201 -1.506
Sb 0.368 -3.246 0.073 -1.077
C -1.032 -4.204 -1.366 0.453
C -0.398 -4.150 -2.751 -1.409
C -1.461 -5.626 -1.026 -1.593
C -0.322 -4.380 1.857 0.246
C -1.708 -3.892 2.263 -1.428
C 0.660 -4.232 3.014 -1.282
H 4.256 -4.461 -0.331 0.441
H 3.430 -3.711 1.043 0.264
H 3.435 -2.901 -0.525 0.147
H 2.057 -4.700 -1.501 0.169
H 2.148 -5.955 1.287 0.274
H 2.878 -6.603 -0.187 0.406
H 1.121 -6.516 -0.033 0.233
H -1.913 -3.556 -1.342 0.516
H 0.445 -4.842 -2.804 0.342
H -0.028 -3.150 -2.974 0.352
H -1.111 -4.434 -3.531 0.450
H -0.632 -6.321 -1.171 0.253
H -2.279 -5.940 -1.685 0.451
H -1.807 -5.710 0.003 0.286
H -0.367 -5.433 1.569 0.710
H -1.688 -2.825 2.491 0.150
H -2.053 -4.420 3.160 0.477
H -2.443 -4.053 1.469 0.273
H 0.640 -3.216 3.396 0.075
H 1.684 -4.457 2.708 0.229
H 0.391 -4.911 3.831 0.403
N -0.216 -0.437 -1.723 1.476
P 0.006 -0.101 -3.214 0.222
C 1.695 -0.394 -3.875 0.715
C 2.508 -1.231 -3.118 -0.504
C 3.813 -1.485 -3.512 -0.563
C 4.306 -0.910 -4.673 -0.839
C 3.492 -0.096 -5.449 -0.960
C 2.189 0.162 -5.053 -0.378
C -0.340 1.547 -3.963 0.092
C -1.606 1.860 -4.450 -0.317
C -1.880 3.135 -4.921 -0.851
C -0.877 4.092 -4.960 -0.707
C 0.394 3.781 -4.502 -0.877
C 0.649 2.530 -3.965 0.094
C -1.055 -1.142 -4.296 -0.170
C -0.754 -1.499 -5.605 -0.810
C -1.636 -2.295 -6.321 -0.637
C -2.823 -2.722 -5.742 -0.681
C -3.125 -2.372 -4.433 -0.826
C -2.237 -1.591 -3.710 0.272
H 2.091 -1.647 -2.205 0.356
H 4.450 -2.120 -2.909 0.503
H 5.329 -1.095 -4.978 0.384
H 3.875 0.345 -6.362 0.423
H 1.559 0.810 -5.649 0.507
H -2.374 1.094 -4.466 0.386
H -2.879 3.383 -5.258 0.433
H -1.092 5.086 -5.333 0.394
H 1.179 4.527 -4.542 0.436
H 1.620 2.300 -3.541 0.554
H 0.173 -1.170 -6.056 0.343
H -1.388 -2.599 -7.330 0.389
H -3.508 -3.335 -6.315 0.339
H -4.047 -2.705 -3.973 0.436
H -2.412 -1.331 -2.671 0.242
```

Its expectation value of S² is 2.036. The net charge is -1. The frontier orbital gap (alpha / beta) comes out at 5.04 / 6.59 eV. The spin multiplicity is 3.


Entry from the OMol25 dataset: C13H25Li2O6 as an isolated structure at a distorted geometry (ωB97M-V with the def2-TZVPD basis set).

```
46
Properties=species:S:1:pos:R:3:mulliken_charge:R:1
Li 2.468 -1.594 -1.127 0.818
Li 0.357 -2.059 -3.294 0.891
O -1.218 -1.767 0.758 -0.446
C -0.240 -1.624 -0.119 0.840
O -0.574 -1.758 -1.307 -0.700
O 0.887 -1.518 0.260 -0.717
H -1.805 -1.942 0.018 0.246
C -3.760 1.246 -2.437 -0.521
C -4.153 0.909 -3.844 -0.576
C -2.957 0.251 -4.357 -0.379
O -1.867 1.065 -3.839 -0.473
C -2.287 1.494 -2.535 0.127
H -3.907 0.358 -1.822 0.192
H -4.421 2.023 -2.052 0.388
H -4.437 1.843 -4.328 0.282
H -5.008 0.238 -3.938 0.306
H -2.958 0.184 -5.445 0.306
H -2.732 -0.743 -3.970 0.215
H -2.040 2.524 -2.275 0.328
H -1.752 0.807 -1.881 -0.180
C -1.588 3.296 1.540 -0.562
C -1.782 1.851 1.284 0.068
C -1.645 1.118 2.706 -0.346
O -1.528 2.247 3.621 -0.443
C -0.979 3.388 3.055 -0.479
H -2.553 3.804 1.539 0.262
H -0.931 3.742 0.794 0.340
H -1.121 1.352 0.576 0.004
H -2.786 1.667 0.902 0.129
H -0.969 0.274 2.569 0.198
H -2.554 0.552 2.911 0.283
H 0.104 3.501 3.100 0.236
H -1.216 4.258 3.669 0.300
C 4.535 -2.880 2.309 -0.752
C 5.823 -2.456 1.595 -0.562
C 5.375 -1.301 0.675 -0.466
O 3.957 -1.706 0.409 -0.385
C 3.430 -2.784 1.298 -0.130
H 4.194 -2.426 3.239 0.331
H 4.724 -3.826 2.817 0.412
H 6.094 -3.236 0.883 0.221
H 6.589 -2.306 2.356 0.363
H 5.930 -1.226 -0.260 0.301
H 5.478 -0.411 1.295 0.283
H 3.330 -3.757 0.817 0.248
H 2.489 -2.672 1.836 0.197
```

The net charge is +1. The frontier orbital gap comes out at 5.82 eV.